C34H32FeI2N7O4S2 as an isolated structure in a non-equilibrium geometry. Source: the OMol25 dataset; level of theory: wB97M-V/def2-TZVPD.

As for the energy relative to the best compared isomer or geometry (same formula, charge and spin): 4.749 eV. As for the total charge: +1. As for the spin multiplicity: 5. Its LUMO energy (alpha / beta) is -2.227 / -2.599 eV.

Atoms and positions in Å:
Fe: -1.43260 0.22162 0.01339
C: -4.10074 3.74775 -2.82203
N: -4.48670 2.39785 -2.51673
C: -5.31666 1.60578 -3.26425
C: -5.43397 0.41821 -2.63657
N: -4.67485 0.46727 -1.48054
C: -4.07800 1.70368 -1.42673
S: -3.06405 2.34306 -0.25885
C: -4.60096 -0.53041 -0.49958
C: -5.40014 -1.67500 -0.55739
C: -5.29484 -2.60408 0.46113
C: -4.45654 -2.34409 1.53822
C: -3.70751 -1.18399 1.51120
N: -3.74789 -0.31782 0.50105
H: -4.92025 4.26599 -3.31583
H: -3.22860 3.76579 -3.47800
H: -3.84816 4.25962 -1.89428
H: -5.76627 1.94625 -4.17351
H: -5.98047 -0.44832 -2.93352
H: -6.08320 -1.85633 -1.36890
H: -5.86481 -3.51966 0.41978
H: -4.37377 -3.03831 2.35994
H: -3.03211 -0.92106 2.31832
I: -2.50931 -4.93185 -0.53106
C: -1.21882 -4.17392 0.94131
C: -0.55566 -4.98311 1.83187
C: 0.32118 -4.43145 2.75611
I: 1.36370 -5.75536 4.03454
C: 0.53521 -3.04963 2.80486
C: 1.45064 -2.40099 3.73392
C: 1.67210 -1.08522 3.73306
C: 1.00254 -0.18868 2.76738
N: 0.01941 -0.85341 1.84161
C: -0.18550 -2.26220 1.90751
C: -1.03395 -2.77787 0.91054
O: -1.56576 -2.02148 0.01945
H: -0.69689 -6.05111 1.80262
H: 1.94704 -3.02698 4.46200
H: 2.31861 -0.62246 4.46099
H: 0.65923 0.76574 3.15158
O: 1.80034 -0.34822 0.30923
C: 1.19749 -0.37196 1.33377
C: 4.95388 -1.68797 -0.81836
C: 4.63884 -0.49949 0.03570
C: 4.38673 0.74427 -0.52341
C: 4.04361 1.83847 0.25143
C: 3.94041 1.70313 1.62988
N: 3.58195 2.74169 2.50629
C: 3.28085 4.06440 2.32189
O: 3.52096 4.88199 3.18026
N: 2.69849 4.48381 1.12654
C: 1.75430 3.89962 0.30955
C: 1.44533 4.50894 -0.91116
C: 0.55122 3.89065 -1.75965
C: -0.03051 2.69388 -1.36980
N: 0.19189 2.14337 -0.17763
C: 1.05437 2.73393 0.63762
C: 4.24125 0.46794 2.20369
C: 4.58316 -0.61360 1.42043
H: 5.10378 -1.39290 -1.85341
H: 4.13556 -2.40728 -0.77635
H: 5.85289 -2.18913 -0.46613
H: 4.46610 0.87297 -1.59262
H: 3.89338 2.79265 -0.22623
H: 3.91534 2.59597 3.45400
H: 2.80386 5.48534 1.00753
H: 1.91252 5.44516 -1.17926
H: 0.30453 4.33394 -2.71193
H: -0.70737 2.15868 -2.02187
H: 1.19548 2.28501 1.60776
H: 4.22290 0.37053 3.27895
H: 4.80964 -1.55823 1.89161
C: 1.68225 -0.90595 -2.86447
S: 0.25605 -1.53585 -1.90671
C: -0.28703 -2.75111 -3.16862
O: -0.72495 -0.39519 -2.01481
H: 1.34142 -0.50547 -3.81234
H: 2.38737 -1.71386 -3.01775
H: 2.13938 -0.12810 -2.26234
H: 0.47321 -3.52312 -3.22661
H: -0.41927 -2.27349 -4.13260
H: -1.22226 -3.18924 -2.83672

C34H32N4O2PS2W as an isolated structure. Source: the OMol25 dataset; level of theory: wB97M-V/def2-TZVPD.

As for the energy relative to the best compared isomer or geometry (same formula, charge and spin): 0.000 eV. As for the total charge: +2. As for the spin multiplicity: 2. Its LUMO energy (alpha / beta) is -6.957 / -6.707 eV.

Atoms and positions in Å:
W: -0.12648 -0.08587 0.02971
C: 4.28472 -0.44642 -0.63430
C: 2.90174 -0.47578 -0.80411
N: 2.05193 -0.19459 0.17597
C: 2.55202 0.16573 1.39217
C: 3.93011 0.24681 1.64055
C: 4.79984 -0.09004 0.58667
C: 4.36333 0.72480 2.90100
C: 3.43930 1.14361 3.81221
C: 2.05304 1.07418 3.54333
C: 1.60159 0.54367 2.36065
N: 0.26888 0.41584 1.90739
C: -0.81867 0.81620 2.72385
C: -0.94108 0.65981 4.08096
C: -2.08299 1.15172 4.74891
C: -3.08739 1.77587 4.06629
C: -3.02384 1.87090 2.65639
C: -4.03941 2.43461 1.85507
C: -3.91508 2.40688 0.49426
C: -2.80372 1.78191 -0.08631
N: -1.80632 1.28265 0.63016
C: -1.89757 1.35548 1.99865
H: 4.92215 -0.69015 -1.47137
H: 2.47783 -0.72167 -1.76817
H: 5.87060 -0.04345 0.74285
H: 5.42287 0.78558 3.11073
H: 3.76094 1.54877 4.76156
H: 1.36881 1.46618 4.27819
H: -0.17851 0.14727 4.64846
H: -2.14959 1.03393 5.82161
H: -3.94831 2.17568 4.58525
H: -4.91440 2.86553 2.32568
H: -4.67740 2.81502 -0.15300
H: -2.75485 1.66099 -1.15646
C: -1.62174 -4.69465 -3.57733
C: -2.17315 -4.88826 -2.19089
O: -2.25903 -3.57853 -1.50721
P: -1.29299 -3.04379 -0.42513
S: -2.12925 -1.46382 0.47997
S: 0.41052 -2.22305 -1.12890
O: -1.01217 -4.26667 0.50017
C: -0.11590 -4.22574 1.65870
C: -0.16586 -5.57338 2.32529
H: -1.61281 -5.65662 -4.09038
H: -0.59973 -4.31574 -3.55235
H: -2.24297 -4.00921 -4.15173
H: -1.56487 -5.55191 -1.57968
H: -3.19709 -5.25018 -2.19379
H: -0.46750 -3.42816 2.31587
H: 0.88137 -3.98143 1.29117
H: -1.17371 -5.80237 2.66697
H: 0.49822 -5.56827 3.18966
H: 0.16549 -6.35652 1.64532
C: -2.95620 1.92389 -4.14009
C: -2.62112 0.61713 -3.81713
C: -1.55030 0.36288 -2.97155
C: -0.82699 1.42342 -2.42664
C: -1.14768 2.73788 -2.77070
C: -2.21020 2.97870 -3.62496
N: 0.19057 1.14986 -1.46724
C: 1.34611 2.00238 -1.55566
C: 2.08016 2.03687 -2.73798
C: 3.21356 2.82928 -2.81213
C: 3.61397 3.58662 -1.71619
C: 2.86689 3.56363 -0.54865
C: 1.72318 2.77787 -0.46845
H: -3.78395 2.12204 -4.80729
H: -3.17960 -0.20745 -4.23932
H: -1.26021 -0.65774 -2.75669
H: -0.58146 3.56098 -2.35566
H: -2.46084 3.99758 -3.88819
H: 1.75873 1.44813 -3.58884
H: 3.78570 2.86039 -3.72986
H: 4.49682 4.20780 -1.78209
H: 3.15960 4.17309 0.29625
H: 1.11234 2.78141 0.42851

Values of energy, in order: -4654.36563, -2888.86584, all in Ha.